The following is a DFT calculation (ωB97M-V/def2-TZVPD) of a molecular structure, C25H28BiN9.

Calculated values
E_LUMO: -6.3 eV
Charge: +2

```
63
C25H28BiN9 (ωB97M-V/def2-TZVPD)
Bi -0.2097 0.0414 2.6245
C 1.0042 -2.5405 -3.7936
C 0.8763 -1.6464 -2.5938
C 0.3126 -0.3752 -2.6913
C 0.1511 0.4383 -1.5843
C 0.5920 0.0386 -0.3233
N 0.4448 0.8232 0.8337
C 0.5017 2.2491 0.8391
C -0.4244 3.0569 0.1883
C -0.2953 4.4365 0.2184
C 0.7255 5.0571 0.9351
C 0.8360 6.5532 0.9910
C 1.6023 4.2515 1.6570
C 1.4897 2.8735 1.6061
N 2.3624 2.0669 2.4008
C 3.6753 2.2387 2.6299
C 4.0428 1.4069 3.6659
C 2.8654 0.7581 4.0331
N 1.8452 1.1654 3.2769
C 1.1950 -1.2188 -0.2343
C 1.3052 -2.0558 -1.3403
N 1.7937 -1.6738 0.9871
C 2.9458 -2.3514 1.0963
C 3.0527 -2.8421 2.3838
C 1.9022 -2.4147 3.0253
N 1.1272 -1.7231 2.1771
H 1.2672 -1.9661 -4.6806
H 1.7649 -3.3046 -3.6438
H 0.0595 -3.0468 -3.9996
H -0.0196 -0.0145 -3.6572
H -0.2951 1.4129 -1.7136
H -1.2549 2.6034 -0.3361
H -1.0150 5.0468 -0.3122
H 0.4537 7.0079 0.0791
H 0.2533 6.9461 1.8262
H 1.8683 6.8702 1.1283
H 2.3638 4.7049 2.2800
H 4.2484 2.9352 2.0403
H 5.0209 1.2912 4.0973
H 2.7115 0.0265 4.8107
H 1.7512 -3.0359 -1.2189
H 3.6072 -2.4408 0.2506
H 3.8560 -3.4271 2.7952
H 1.5951 -2.5619 4.0491
C -2.7408 -3.2846 -2.4907
C -3.9650 -2.3806 -2.3846
C -3.7013 -1.0080 -2.9950
C -4.4778 -2.2743 -0.9482
N -3.5019 -1.6296 -0.0532
C -2.4329 -2.1327 0.5553
N -1.8449 -1.1490 1.2016
N -2.5870 -0.0411 0.9728
N -3.5781 -0.3206 0.2254
H -2.4930 -3.4555 -3.5379
H -2.9091 -4.2604 -2.0299
H -1.8629 -2.8209 -2.0279
H -4.7883 -2.8505 -2.9296
H -2.8634 -0.5105 -2.4981
H -4.5733 -0.3575 -2.9245
H -3.4426 -1.1098 -4.0486
H -4.6959 -3.2529 -0.5222
H -5.3728 -1.6588 -0.8890
H -2.1253 -3.1637 0.5210
```


The following is a DFT calculation (ωB97M-V/def2-TZVPD) of a molecular structure, C25H36NO2Ti.

Calculated values
2S+1: 2
E_LUMO (alpha / beta): 0.4 / 0.5 eV

```
65
C25H36NO2Ti (ωB97M-V/def2-TZVPD)
O 0.6687 -0.9311 -4.7835
C 1.1273 0.2832 -5.5080
C 1.1501 -0.3113 -6.9064
H 2.0686 0.6036 -5.0413
H 0.3992 1.1146 -5.4474
C 0.7888 -1.5884 -6.0983
H 2.1215 -0.3654 -7.4098
H 0.3419 0.0720 -7.5397
C 1.9110 -2.5816 -6.2376
H 2.8899 -2.1368 -6.0762
H 1.9441 -2.9457 -7.2792
H 1.7558 -3.4294 -5.5655
C -0.5011 -2.2340 -6.5372
H -1.3494 -1.5364 -6.4033
H -0.6156 -3.1387 -5.9317
H -0.4410 -2.5276 -7.6015
Ti 0.2956 -0.5004 -1.1240
C -1.8503 -0.6202 0.2768
C -1.5924 0.7639 0.1707
C -1.4298 1.0919 -1.2013
H -1.5978 1.4808 0.9916
C -1.6282 -0.1148 -1.9760
C -1.8720 -1.1815 -1.0312
H -2.2091 -2.1745 -1.2720
H -2.0838 -1.1532 1.2101
H -1.3097 2.0887 -1.5991
H -1.6771 -0.1841 -3.0632
C 1.5288 -2.1996 -0.0183
C 0.3891 -2.7583 -0.6534
C 0.4593 -2.4762 -2.0526
H -0.3796 -3.3389 -0.1411
C 1.6721 -1.7238 -2.2750
C 2.3323 -1.5483 -1.0047
H 3.2878 -1.0564 -0.8331
H 1.8038 -2.3666 1.0307
H -0.2381 -2.8242 -2.8206
H 2.0518 -1.3979 -3.2390
O 0.5463 3.6430 -4.6758
C -0.2398 2.9437 -3.6959
C -1.5638 3.7048 -3.4938
H 0.3383 2.9223 -2.7503
H -0.3311 1.8770 -3.9725
C -1.1097 5.1636 -3.6975
H -2.0151 3.4904 -2.5331
H -2.2586 3.4301 -4.3080
C 0.0303 4.9902 -4.7151
H -0.6936 5.5474 -2.7658
H -1.9059 5.8149 -4.0386
H 0.8983 5.6610 -4.5751
H -0.4130 5.2088 -5.7103
C 0.2959 -0.5678 2.7771
C 0.9440 0.4922 1.9999
C 1.6368 1.5569 2.6011
C 2.1669 2.3432 1.5686
C 1.8409 1.7117 0.3448
C 2.2448 2.1066 -1.0068
N 1.0769 0.6050 0.6157
H 0.6601 -0.4602 3.8134
H 0.5931 -1.5558 2.4138
H -0.8003 -0.5001 2.8070
H 1.7353 1.6844 3.6705
H 2.7550 3.2402 1.6262
H 1.7368 1.5580 -1.8129
H 2.0132 3.1737 -1.1310
H 3.3200 1.9620 -1.1332
```


The following is a DFT calculation (ωB97M-V/def2-TZVPD) of a molecular structure, C31H24BCoN2O2P.

Calculated values
2S+1: 4
E_LUMO (alpha / beta): 0.3 / 0.2 eV

```
62
C31H24BCoN2O2P (ωB97M-V/def2-TZVPD)
Co 11.6485 10.7512 8.7776
C 6.9543 12.2269 11.3821
C 7.0860 10.8626 11.4225
C 8.3224 10.2259 11.3254
C 9.4507 10.9943 11.1102
C 9.3592 12.4069 11.3557
C 8.1211 13.0078 11.4195
P 11.0032 10.2718 10.7006
C 11.5558 9.4680 12.2217
C 11.3202 10.0273 13.4956
C 11.9823 9.6005 14.6364
C 12.9142 8.5501 14.5420
C 13.2103 8.0221 13.2917
C 12.5638 8.4547 12.1354
C 11.0000 8.9862 9.4054
C 10.2038 7.8501 9.5487
C 10.6871 6.6251 9.1399
C 11.9483 6.5443 8.5080
C 12.6952 7.6712 8.2254
C 12.3166 8.9548 8.6938
H 5.9770 12.7087 11.2290
H 6.1863 10.2149 11.4850
H 8.3866 9.1429 11.3215
H 10.2616 13.0035 11.4313
H 8.1144 14.0939 11.4095
H 10.6133 10.8322 13.4995
H 11.7955 10.0286 15.6231
H 13.4484 8.2998 15.4610
H 13.8812 7.1514 13.2089
H 12.7996 7.9433 11.1515
H 9.3033 7.9931 10.1375
H 10.1174 5.7099 9.2900
H 12.4326 5.5862 8.2895
H 13.6413 7.5290 7.6636
N 10.5621 13.8846 6.5496
C 10.6562 12.6107 6.9349
N 11.3434 12.4722 8.0729
C 11.8666 13.7594 8.3781
C 12.7990 14.1808 9.3416
C 13.2712 15.4870 9.3004
C 12.7692 16.3576 8.3177
C 11.8234 15.9622 7.3994
C 11.3504 14.6637 7.4491
H 10.1827 14.2116 5.6398
H 10.2318 11.7763 6.4037
H 13.1182 13.4307 10.0710
H 14.0758 15.8176 10.0211
H 13.1332 17.3909 8.3031
H 11.4678 16.7245 6.6644
O 14.0968 9.6883 7.1022
B 13.4795 10.1223 8.3849
O 14.5645 11.0447 8.9221
C 15.6497 10.9924 8.1348
C 16.9277 11.5672 8.3160
C 17.9428 11.0202 7.5262
C 17.7464 10.1202 6.4640
C 16.4361 9.7105 6.1694
C 15.3918 10.1148 7.0310
H 17.2102 12.2928 9.0703
H 18.9669 11.3755 7.6268
H 18.6224 9.8114 5.8674
H 16.1419 9.0778 5.3357
```


The following is a DFT calculation (ωB97M-V/def2-TZVPD) of a molecular structure, C5H9N4O.

Calculated values
2S+1: 3
E_LUMO (alpha / beta): -4.5 / -6.7 eV
Charge: +1

```
19
C5H9N4O (ωB97M-V/def2-TZVPD)
C 0.9916 1.0911 1.0779
C 2.5683 0.4681 -0.5435
C -2.0438 0.8390 -0.9835
C 0.8477 -1.2382 -0.2323
C -0.1558 -0.2677 0.1071
N 2.0866 1.3085 0.5511
N 2.0964 -0.7087 -0.7024
N -0.7975 0.3645 -0.9808
N -1.1463 -0.7402 1.0800
O -2.9625 0.5057 -0.0714
H 0.7000 1.5566 2.0528
H 3.5128 0.8773 -0.9498
H -2.1975 1.4857 -1.8665
H 1.0136 -1.8849 0.6031
H 0.6164 -1.8768 -1.0202
H -0.2251 0.6931 -1.7121
H -2.6068 -0.1497 0.5266
H -1.0691 -0.5633 2.0490
H -1.2292 -1.7600 1.0148
```


The following is a DFT calculation (ωB97M-V/def2-TZVPD) of a molecular structure, C19H32N3O2PReSi.

Calculated values
2S+1: 4
E_LUMO (alpha / beta): -0.2 / -0.7 eV

```
59
C19H32N3O2PReSi (ωB97M-V/def2-TZVPD)
Re -0.0299 0.5970 -0.1849
Si -2.1581 -0.3952 -0.3807
P -1.0070 2.5769 -0.5589
N 0.0564 0.7490 1.6032
H 0.4791 -0.1239 -1.9732
C 0.0424 4.0809 -0.6463
H -0.6047 4.9713 -0.6459
H 0.6461 4.0651 -1.5618
H 0.7132 4.1098 0.2204
C -2.0038 2.9167 -2.0685
H -2.3556 3.9564 -2.0048
H -2.8591 2.2354 -2.1290
H -1.3776 2.7963 -2.9610
C -2.1838 3.1305 0.7431
H -2.6198 4.0867 0.4273
H -1.6519 3.2565 1.6936
H -2.9743 2.3867 0.8784
C -2.6445 -1.4286 -1.8868
H -1.9339 -2.2511 -2.0388
H -2.7049 -0.8130 -2.7935
H -3.6391 -1.8473 -1.6770
H -2.3232 -1.4164 0.7068
H -3.3501 0.4980 -0.2232
C -0.0592 0.9054 2.9297
C 0.8077 1.6878 5.0718
C 0.9971 1.4674 3.7156
C -1.2896 0.5582 3.5753
C -1.4602 0.8059 4.9299
C -0.4161 1.3677 5.6777
H 1.6191 2.1080 5.6697
H 1.9260 1.7200 3.1991
H -2.0671 0.1156 2.9426
H -2.4126 0.5448 5.3953
H -0.5545 1.5399 6.7463
C 1.4559 0.6426 -2.3161
O 1.5109 1.4948 -1.2161
C 2.7963 -0.0747 -2.4183
H 2.7289 -0.9827 -3.0291
H 3.2146 -0.3234 -1.4321
H 3.5022 0.6289 -2.8770
C 1.0405 1.3271 -3.6238
H 1.2577 2.4044 -3.6195
H -0.0357 1.1935 -3.8056
H 1.5875 0.8565 -4.4514
N 1.5181 -6.0845 -1.6200
C 0.8757 -4.8776 -1.7148
O 0.0996 -4.6140 -2.6305
C 1.1327 -3.9079 -0.6065
C 1.6552 -4.2603 0.6435
C 1.8763 -3.2539 1.5823
C 1.5357 -1.9286 1.2610
N 0.9082 -1.6083 0.1125
C 0.7505 -2.5676 -0.8224
H 1.4592 -6.6833 -2.4275
H 2.3014 -6.2344 -1.0031
H 1.8802 -5.3017 0.8661
H 2.3099 -3.4656 2.5596
H 1.7455 -1.1070 1.9528
H 0.2868 -2.2309 -1.7559
```